# C3H3IN2O

2 unconnected molecules or ions with the total composition C3H3IN2O in a non-equilibrium geometry (wB97M-V/def2-TZVPD, OMol25).

Summary:
ΔE to the lowest compared entry with this formula, charge and spin = 314.1 kJ/mol
Highest occupied orbital energy = -10.388 eV
SMILES string = C#[N+][O-].N#CCI
Orbital gap = 9.77 eV

Atoms and positions in Å:
N  -2.51  0.53  0.82
H  -2.04  0.71  -1.15
O  -2.74  0.25  1.95
H  0.50  0.38  0.10
C  -2.39  1.07  -0.23
I  0.40  -1.72  -1.46
C  2.61  -0.12  -0.30
H  1.32  -0.94  0.95
C  1.26  -0.41  0.07
N  3.59  0.26  -0.75

# C33H51BrNP3Pt

A molecular structure, C33H51BrNP3Pt in a non-equilibrium geometry (wB97M-V/def2-TZVPD, OMol25).

Summary:
ΔE to the lowest compared entry with this formula, charge and spin = 0.0 kJ/mol
Highest occupied orbital energy (spin up / spin down) = -19.211 / -19.541 eV
2S+1 = 5
Orbital gap (spin up / spin down) = 7.58 / 3.69 eV
Charge = +4

Atoms and positions in Å:
C  -1.61  -1.81  -3.30
C  0.27  -3.95  -0.19
H  2.85  -0.80  3.59
C  -1.51  2.33  -3.34
H  3.73  -1.56  -2.41
C  -3.51  1.66  1.02
H  3.11  3.10  -2.60
H  0.86  4.52  2.89
C  1.72  0.34  -3.20
H  -6.51  -1.78  1.98
C  2.78  -0.80  2.49
C  -2.62  1.99  -2.57
C  -2.25  -2.43  -0.28
C  0.40  0.97  4.40
C  -0.51  -2.60  -2.58
C  -3.66  1.73  -0.32
H  0.21  4.16  -1.02
H  -2.59  -1.38  -0.29
H  6.07  -0.86  -1.97
N  -5.12  -1.41  3.47
H  -0.99  -1.26  2.84
H  -3.70  -0.88  4.91
C  0.72  3.52  3.31
C  -4.10  -0.67  3.91
C  -2.69  2.34  -1.20
H  0.25  4.26  5.30
H  -1.44  -1.88  -4.38
H  0.39  -1.85  3.80
H  0.48  -2.34  -2.95
C  2.67  0.40  -4.39
Br  1.12  3.48  -3.79
C  0.39  3.38  4.66
C  -3.57  0.37  3.15
H  1.01  -0.49  -3.31
P  1.07  -0.37  2.00
C  3.68  2.83  -1.69
P  2.48  0.27  -1.57
C  -2.62  -3.10  1.03
H  1.87  2.36  -0.60
C  2.84  1.89  -0.83
C  1.79  -4.04  -0.32
H  -2.61  -2.22  -3.10
H  1.10  2.51  1.43
H  3.07  -1.78  2.10
H  -0.20  -4.72  -0.81
H  -2.15  -4.09  1.16
H  2.11  -5.06  -0.07
H  1.10  1.25  -3.16
H  -3.43  1.42  -3.02
H  2.30  -3.35  0.36
H  3.34  1.68  0.13
H  3.43  1.19  -4.30
C  -4.10  0.64  1.86
H  -1.60  -0.75  -3.03
H  -5.65  -0.03  0.45
H  3.44  -0.03  2.07
H  4.64  2.41  -2.00
C  0.23  2.10  5.20
H  -1.73  3.51  0.37
H  -0.04  1.97  6.25
H  -2.75  -2.95  -1.12
H  -3.71  -3.26  1.06
H  -0.65  -3.68  -2.74
C  0.04  -1.64  2.78
H  5.54  0.60  -1.14
H  -2.82  2.33  1.54
P  -0.47  -2.35  -0.75
C  -5.66  -1.17  2.28
C  -5.18  -0.17  1.42
C  5.28  -0.11  -1.93
H  2.12  -3.83  -1.34
H  2.09  0.60  -5.30
C  3.94  -0.79  -1.65
H  5.28  0.42  -2.89
C  -1.67  3.17  -0.66
C  0.73  1.12  3.04
H  -2.37  -2.48  1.90
C  -0.46  3.00  -2.71
H  0.06  -2.57  2.20
H  3.85  3.77  -1.15
C  -0.55  3.50  -1.42
C  0.87  2.40  2.50
H  -4.49  1.23  -0.83
H  -2.73  0.95  3.55
H  -0.05  -4.12  0.85
H  0.28  -0.02  4.84
H  3.96  -1.31  -0.68
H  -1.47  2.10  -4.40
H  3.19  -0.56  -4.52
Pt  0.81  -0.52  -0.25

# C24H37FN3O5S2Si

3 unconnected molecules or ions with the total composition C24H37FN3O5S2Si in a non-equilibrium geometry (wB97M-V/def2-TZVPD, OMol25).

Summary:
ΔE to the lowest compared entry with this formula, charge and spin = 506.4 kJ/mol
Highest occupied orbital energy = -11.352 eV
Orbital gap = 7.33 eV
Charge = +1

Atoms and positions in Å:
C  1.80  -0.39  0.60
S  1.04  -0.81  -3.71
C  -1.42  1.43  3.06
C  0.20  -3.31  -0.75
H  -0.70  -3.79  -0.25
H  2.39  2.65  2.64
C  -0.37  -1.52  -2.69
H  -8.39  -0.11  -0.22
C  -1.43  -1.96  1.80
C  -4.58  -0.67  -0.53
C  2.89  4.68  -3.91
H  -0.66  -0.83  -1.83
S  4.19  0.11  1.93
N  0.68  -0.30  1.52
C  3.48  5.52  -2.98
H  0.74  1.20  5.30
H  0.70  -3.48  -2.98
C  -5.27  -0.02  -1.54
C  4.52  5.05  -2.17
H  -3.22  -4.11  2.01
H  -4.74  0.33  -2.42
C  -7.32  -0.27  -0.31
H  4.71  1.87  -3.34
H  -2.18  0.81  2.49
H  -0.06  -3.76  2.17
F  -2.25  -5.37  3.41
H  -1.83  -1.29  2.63
C  3.11  0.50  0.43
C  -5.26  -1.13  0.60
C  4.96  3.74  -2.30
H  -1.27  -1.51  -3.41
H  2.88  2.71  -4.78
C  -0.13  -3.05  -2.30
H  -3.51  -0.83  -0.61
Si  0.41  0.96  2.78
H  1.03  -0.62  4.76
H  1.61  0.88  -2.41
N  0.59  -2.10  0.02
H  -1.79  -5.20  1.40
H  -7.16  -1.26  1.59
C  3.34  3.36  -4.05
H  1.25  2.65  1.14
C  -6.63  -0.92  0.71
C  -2.17  -4.52  2.24
C  1.16  0.48  4.51
H  0.66  3.47  2.67
H  1.09  -4.04  -0.71
H  2.92  1.61  0.30
O  2.31  -1.59  -3.55
H  3.94  0.96  3.00
H  3.71  0.12  -0.47
H  -1.57  2.52  2.70
O  0.61  -0.84  -5.17
C  -1.08  -3.38  2.52
H  5.76  3.37  -1.67
O  1.32  0.80  -3.35
H  -1.61  1.46  4.19
C  -6.64  0.18  -1.43
H  -1.12  -3.60  -2.52
C  1.31  2.61  2.30
H  -7.18  0.68  -2.23
H  4.98  5.71  -1.45
H  3.14  6.54  -2.88
C  -0.08  -1.46  1.13
H  -0.96  -3.15  3.64
C  4.37  2.89  -3.24
H  -2.18  -2.18  0.96
O  5.64  0.18  1.56
O  3.92  -1.30  2.42
H  -4.72  -1.64  1.39
H  2.29  0.72  4.45
H  2.08  5.04  -4.54
N  1.75  -1.47  -0.32